{
  "formula": "C5H9N3",
  "method": "ωB97M-V/def2-TZVPD",
  "smiles": "Cc1cn[nH]n1.C=C",
  "gap_ev": 10.462,
  "homo_ev": -9.413,
  "relative_energy_kcal_mol": 75.5,
  "total_energy_ev": -9798.194,
  "fmax_ev_per_a": 4.17,
  "symbols": ["H", "H", "C", "N", "H", "H", "N", "C", "C", "H", "N", "C", "H", "H", "C", "H", "H"],
  "coordinates": [[-2.12, 0.71, 0.20], [-2.03, -1.20, 2.73], [-1.98, -0.18, 2.08], [0.13, -0.03, 0.06], [3.22, -0.54, -1.10], [-1.63, 0.66, 2.58], [1.90, -1.25, 0.41], [1.01, 0.25, -0.88], [2.17, -0.56, -0.65], [1.49, 2.06, -1.98], [0.69, -0.94, 0.76], [0.74, 1.17, -2.06], [1.03, 0.78, -3.05], [-2.59, -1.18, 0.32], [-2.21, -0.19, 0.79], [0.43, -1.03, 1.68], [-0.26, 1.49, -1.89]],
  "lowdin_charge": [0.0408, 0.1003, -0.1483, 0.0533, 0.1348, 0.0154, 0.0446, -0.3205, -0.1111, 0.1041, -0.0720, -0.0353, 0.0753, 0.0949, -0.1380, 0.1138, 0.0478]
}